Below is an isolated molecule of C6H13N in a non-equilibrium geometry, with properties calculated with the ωB97M-V functional and the def2-TZVPD basis.

```
20
Properties=species:S:1:pos:R:3:forces:R:3:lowdin_charge:R:1
C -1.12961 0.31049 1.65193 -0.022 -0.299 0.125 -0.071
C -0.00890 -1.88838 -0.64554 1.044 -0.366 0.437 -0.089
C -0.62696 0.77039 0.30591 -0.279 1.336 -0.478 -0.334
C -1.42660 1.55260 -0.45101 0.914 -0.689 0.302 0.044
H -1.95838 -0.39348 1.52223 0.068 0.088 0.138 0.083
H -0.35794 -0.19016 2.24195 -0.045 0.011 -0.096 0.071
H 0.46283 -2.78605 -1.05748 -0.125 -0.063 0.128 0.060
H -0.72452 -2.22748 0.10873 -0.081 0.149 -0.205 0.061
H -0.53791 -1.43844 -1.48906 0.220 0.439 0.327 0.074
H -1.48196 1.16212 2.24319 -0.014 -0.171 -0.123 0.081
H -2.46125 1.73744 -0.17714 0.147 0.024 0.159 0.062
H -1.08087 2.03010 -1.36182 -0.029 -0.306 -0.027 0.048
N 1.21436 0.95774 -1.35907 -0.130 0.124 0.013 0.031
C 0.83733 0.47122 -0.02652 0.015 0.036 -0.186 -0.402
C 1.12981 -1.03458 0.05180 -1.289 -0.509 -0.778 -0.194
H 2.15501 0.64335 -1.58515 -0.186 0.089 0.094 0.070
H 1.23631 1.97491 -1.34291 -0.007 -0.176 -0.147 0.073
H 1.46416 0.98363 0.71449 -0.154 -0.084 0.361 0.137
H 2.08217 -1.27073 -0.43710 -0.067 0.263 0.130 0.098
H 1.21292 -1.36468 1.09260 0.019 0.102 -0.173 0.097
```
Forces are in eV/Å.

Values from the calculation:
Spin multiplicity ... 1
SMILES string ... C=C(C)[C@H](N)CC
Kohn-Sham gap ... 10.0646 eV
Lowest unoccupied orbital energy ... 1.0200 eV